Molecular formula: C22H24F3NO3
Method: DFT, ωB97M-V/def2-TZVPD

Values from the calculation:
SMILES = CCOCNC(=O)O.Fc1ccccc1.Fc1ccccc1.Fc1ccccc1
DFT total energy = -1432.71804 a.u.
ΔE to the lowest compared entry with this formula, charge and spin = 72.4 kcal per mole
LUMO = 0.4006 eV

Each atom is followed by the atoms it is bonded to, with distances in Å.
Positions of all 53 atoms, in Å:
1 C 3.58 -3.41 5.99  C2 1.612, H9 1.156, H10 1.158, H11 1.149
2 C 3.54 -2.11 5.04  C1 1.612, O3 1.448, H12 1.151, H13 1.158
3 O 2.24 -1.82 4.47  C2 1.448, C4 1.440
4 C 1.37 -1.17 5.41  O3 1.440, N5 1.528, H14 1.158, H15 1.141
5 N 0.61 -2.26 6.17  C4 1.528, C6 1.496, H16 1.044
6 C -0.84 -1.89 6.27  N5 1.496, O7 1.260, O8 1.460
7 O -1.34 -1.37 7.30  C6 1.260
8 O -1.77 -2.12 5.17  C6 1.460, H17 0.992
9 H 3.40 -4.37 5.37  C1 1.156
10 H 4.67 -3.48 6.38  C1 1.158
11 H 2.87 -3.34 6.88  C1 1.149
12 H 4.04 -1.22 5.56  C2 1.151
13 H 4.24 -2.36 4.14  C2 1.158
14 H 0.57 -0.62 4.78  C4 1.158
15 H 1.87 -0.42 6.10  C4 1.141
16 H 0.72 -3.09 5.55  N5 1.044
17 H -1.70 -3.09 4.99  O8 0.992
18 F 1.89 -1.10 0.57  C19 1.342
19 C 0.70 -0.52 0.80  F18 1.342, C20 1.387, C24 1.386
20 C 0.32 0.59 0.07  C19 1.387, C21 1.393, H25 1.084
21 C -0.91 1.19 0.31  C20 1.393, C22 1.394, H26 1.085
22 C -1.76 0.66 1.29  C21 1.394, C23 1.392, H27 1.085
23 C -1.37 -0.45 2.02  C22 1.392, C24 1.387, H28 1.085
24 C -0.14 -1.05 1.77  C19 1.386, C23 1.387, H29 1.084
25 H 1.00 0.99 -0.68  C20 1.084
26 H -1.22 2.06 -0.26  C21 1.085
27 H -2.72 1.13 1.48  C22 1.085
28 H -2.02 -0.86 2.78  C23 1.085
29 H 0.17 -1.93 2.33  C24 1.084
30 F -1.35 3.96 -1.21  C31 1.344
31 C -1.99 3.83 -2.38  F30 1.344, C32 1.386, C36 1.386
32 C -1.34 3.24 -3.45  C31 1.386, C33 1.391, H37 1.084
33 C -2.01 3.10 -4.66  C32 1.391, C34 1.393, H38 1.085
34 C -3.32 3.56 -4.79  C33 1.393, C35 1.392, H39 1.085
35 C -3.96 4.16 -3.71  C34 1.392, C36 1.391, H40 1.085
36 C -3.29 4.29 -2.49  C31 1.386, C35 1.391, H41 1.084
37 H -0.32 2.89 -3.33  C32 1.084
38 H -1.52 2.63 -5.50  C33 1.085
39 H -3.84 3.45 -5.74  C34 1.085
40 H -4.98 4.53 -3.81  C35 1.085
41 H -3.78 4.75 -1.64  C36 1.084
42 F -1.75 -0.48 -6.29  C43 1.342
43 C -0.48 -0.53 -5.87  F42 1.342, C44 1.386, C48 1.386
44 C 0.51 -0.96 -6.74  C43 1.386, C45 1.391, H49 1.084
45 C 1.83 -1.01 -6.30  C44 1.391, C46 1.393, H50 1.085
46 C 2.15 -0.63 -5.00  C45 1.393, C47 1.392, H51 1.085
47 C 1.14 -0.20 -4.13  C46 1.392, C48 1.391, H52 1.085
48 C -0.17 -0.15 -4.57  C43 1.386, C47 1.391, H53 1.084
49 H 0.25 -1.26 -7.75  C44 1.084
50 H 2.62 -1.34 -6.98  C45 1.085
51 H 3.18 -0.67 -4.66  C46 1.085
52 H 1.39 0.08 -3.11  C47 1.085
53 H -0.97 0.19 -3.91  C48 1.084